# 1
Here is a 2-piece molecular cluster, C19H23F3N overall from the Open Molecules 2025 dataset. Energies are from ωB97M-V with the def2-TZVPD basis set.

Structure (ORCA input):
```
! wB97M-V def2-TZVPD RIJCOSX def2/J DEFGRID3
* xyz 1 1
F -5.40 1.30 1.51
C -4.03 1.45 1.42
C -3.50 2.68 1.80
C -2.11 2.81 1.74
F -1.51 3.97 2.18
C -1.28 1.79 1.31
C -1.85 0.55 0.87
C -1.00 -0.49 0.42
C -1.35 -1.59 -0.44
C -0.44 -2.68 -0.67
C -0.88 -3.88 -1.19
C -2.21 -4.06 -1.60
C -3.05 -2.94 -1.55
F -4.36 -3.09 -1.94
C -2.62 -1.70 -1.11
C -3.26 0.38 1.01
H -4.12 3.51 2.14
H -0.20 1.93 1.27
H -0.07 -0.56 0.99
H 0.61 -2.55 -0.41
H -0.19 -4.72 -1.27
H -2.59 -5.01 -1.95
H -3.28 -0.83 -1.18
H -3.73 -0.58 0.80
C 1.39 3.78 -1.47
C 2.05 2.67 -0.69
C 1.35 1.32 -0.91
N 1.40 0.43 0.24
C 2.15 -0.82 0.17
C 3.58 -0.79 0.70
C 4.06 -2.22 0.85
H 2.03 4.67 -1.43
H 1.25 3.52 -2.53
H 0.41 4.03 -1.05
H 3.11 2.56 -0.97
H 2.04 2.90 0.39
H 0.28 1.44 -1.14
H 1.83 0.80 -1.76
H 1.48 0.91 1.16
H 1.59 -1.53 0.80
H 2.11 -1.16 -0.87
H 4.22 -0.20 0.03
H 3.57 -0.27 1.67
H 5.09 -2.23 1.22
H 3.42 -2.76 1.56
H 4.03 -2.74 -0.11
*
```

For the relative energy (zero: lowest compared OMol25 entry of this formula, charge and spin), the calculation gives 6.2 kcal/mol. The value obtained for the orbital gap is 6.0 eV. Its total energy is -1091.817891 Ha. Its maximum force is 1.894 eV/A.

# 2
Here is C19H23F5GeNO2PdS as an isolated structure from the Open Molecules 2025 dataset. Energies are from ωB97M-V with the def2-TZVPD basis set.

Structure (ORCA input):
```
! wB97M-V def2-TZVPD RIJCOSX def2/J DEFGRID3
* xyz -2 2
Pd -2.57 -13.12 13.59
O -2.08 -14.73 14.71
N -3.08 -15.62 14.82
C -2.84 -16.73 15.56
C -3.87 -17.65 15.73
C -5.09 -17.43 15.19
C -5.30 -16.29 14.39
C -4.24 -15.44 14.07
S -4.26 -14.42 12.78
H -1.85 -16.88 15.97
H -3.59 -18.51 16.36
H -5.97 -18.02 15.44
H -6.28 -16.09 14.00
F 4.06 -11.16 12.79
C 2.78 -11.37 13.20
C 2.50 -11.36 14.58
F 3.55 -11.10 15.41
C 1.27 -11.76 15.04
F 0.91 -12.03 16.31
C 0.20 -11.94 14.09
O -0.95 -12.26 14.58
C 0.50 -11.69 12.75
F -0.57 -11.57 11.90
C 1.78 -11.48 12.30
F 2.00 -11.28 10.96
C -0.38 -6.45 12.35
C -0.90 -7.56 13.23
C -2.15 -8.26 12.66
C -2.70 -9.35 13.60
Ge -3.48 -11.02 12.80
C -5.46 -10.94 12.65
C -6.36 -10.88 13.94
C -6.50 -9.47 14.53
C -7.50 -9.41 15.68
H 0.54 -6.00 12.72
H -1.08 -5.62 12.17
H -0.16 -6.84 11.38
H -1.18 -7.19 14.24
H -0.12 -8.32 13.35
H -1.90 -8.73 11.71
H -2.95 -7.57 12.39
H -3.41 -8.94 14.33
H -1.85 -9.63 14.25
H -3.09 -11.05 11.33
H -5.62 -11.90 12.18
H -5.66 -10.22 11.91
H -5.98 -11.52 14.74
H -7.35 -11.31 13.66
H -6.91 -8.80 13.74
H -5.54 -9.10 14.76
H -8.55 -9.31 15.38
H -7.28 -8.54 16.39
H -7.41 -10.38 16.20
*
```

For the relative energy (zero: lowest compared OMol25 entry of this formula, charge and spin), the calculation gives 0.0 kcal/mol. The value obtained for the orbital gap (spin up / spin down) is 2.9 / 5.7 eV. Its total energy is -4045.227449 Ha. Its maximum force is 4.112 eV/A.

# 3
Here is C19H23F5NPZr as an isolated structure from the Open Molecules 2025 dataset. Energies are from ωB97M-V with the def2-TZVPD basis set.

Structure (ORCA input):
```
! wB97M-V def2-TZVPD RIJCOSX def2/J DEFGRID3
* xyz 2 1
C -2.44 0.51 -3.47
C -2.17 -0.73 -2.88
C -1.41 -0.81 -1.66
C -1.03 0.39 -0.99
C -1.23 1.58 -1.68
C -1.96 1.69 -2.89
C -1.19 -2.20 -1.13
C 0.06 -3.06 -1.53
N 1.44 -2.69 -1.55
Zr -0.13 1.07 1.35
C -0.66 2.89 -1.11
P 0.95 2.57 -0.20
H -2.53 -1.64 -3.38
H -2.16 2.68 -3.33
H -2.98 0.57 -4.42
H -1.37 3.42 -0.45
H -0.35 3.60 -1.90
H -1.36 -2.20 -0.06
H -2.03 -2.80 -1.48
H 0.03 -3.90 -0.80
C 1.40 4.09 0.68
C 2.10 2.45 -1.58
H -0.16 -3.46 -2.53
C 1.88 -1.63 -2.46
C 2.21 -2.69 -0.30
H 1.76 0.87 1.88
H 2.50 -2.02 -3.28
H 1.03 -1.11 -2.89
H 2.49 -0.85 -1.95
H 3.19 -3.19 -0.40
H 2.42 -1.69 0.10
H 1.66 -3.23 0.49
H 2.25 3.45 -2.02
H 3.05 2.03 -1.22
H 1.67 1.77 -2.35
H 1.39 4.93 -0.01
H 0.72 4.28 1.53
H 2.41 3.96 1.10
H 1.62 0.14 1.79
F -0.71 -2.48 1.97
C -1.12 -1.63 2.98
C -1.09 -0.25 2.74
C -0.97 0.60 3.86
F -0.42 1.91 3.51
C -1.17 0.16 5.16
F -1.23 0.97 6.25
C -1.45 -1.20 5.31
F -1.89 -1.65 6.50
C -1.38 -2.10 4.25
F -1.66 -3.40 4.46
*
```

The value obtained for the orbital gap (spin up / spin down) is 3.3 / 3.3 eV. Its total energy is -1679.388641 Ha. Its maximum force is 5.395 eV/A.

Question: Among the records above, which one has the highest maximum force?
Answer: C19H23F5NPZr